#w
A cluster of 2 separate species, CH2ClF2NS in total. Source: the OMol25 dataset; level of theory: ωB97M-V/def2-TZVPD.

Computed properties:
- lowest unoccupied orbital energy (spin up / spin down) (eV) = -1.1726 / -1.0994
- 2S+1 = 1

Last column: natural (NBO) charge in e.
Cartesian coordinates (Å):
1 C 0.5136 0.0317 -1.5757  0.64
2 N -0.6969 -0.1128 2.0784  -0.94
3 F 0.5343 -1.1615 -2.1225  -0.31
4 F 1.7282 0.5824 -1.9102  -0.34
5 S 0.7693 0.6802 1.6507  0.15
6 Cl -0.7367 0.9976 -2.2109  0.00
7 H -0.8007 -0.8335 2.8700  0.41
8 H -1.3111 -0.1841 1.2202  0.40

=====

#x
The molecule CH2ClF2NS. Source: the OMol25 dataset; level of theory: ωB97M-V/def2-TZVPD.

Computed properties:
- lowest unoccupied orbital energy (eV) = -0.9289
- 2S+1 = 1

Last column: natural (NBO) charge in e.
Cartesian coordinates (Å):
1 C 0.4718 1.6597 0.2888  -0.17
2 N 1.2098 0.5409 0.6960  -0.75
3 F 3.1662 0.3222 -1.1705  -0.49
4 F 4.0003 1.2020 0.7680  -0.53
5 S 2.7273 0.0174 0.4000  1.62
6 Cl -1.0282 1.1136 -0.6557  -0.11
7 H 0.8169 2.3088 -0.4054  0.21
8 H 0.0416 2.1809 1.1063  0.22

=====

It turns out #x is the most stable, with the second structure 1.127 eV higher.

=====

#w
A cluster of 4 separate species, C3H11NO3 in total. Source: the OMol25 dataset; level of theory: ωB97M-V/def2-TZVPD.

Computed properties:
- lowest unoccupied orbital energy (eV) = -0.1669
- structure (SMILES) = C=CN=C.O.O.O
- 2S+1 = 1

Last column: natural (NBO) charge in e.
Cartesian coordinates (Å):
1 C 0.6633 -1.0254 -0.2929  -0.07
2 C 1.6006 -1.2646 0.6372  -0.40
3 C 0.7429 1.2913 -0.2597  -0.05
4 N 0.3467 0.2301 -0.8381  -0.43
5 H -0.1996 -1.6857 -0.3807  0.20
6 H 2.3897 -0.5214 0.6662  0.20
7 H 1.6976 -2.1904 1.1793  0.23
8 H 0.6073 2.2864 -0.6786  0.18
9 H 0.9303 1.3326 0.8188  0.16
10 H -0.0108 1.6464 -3.9466  0.47
11 H 0.8621 1.9090 -2.7125  0.47
12 O 0.6194 2.2625 -3.5791  -0.94
13 H -2.1420 0.3402 0.7104  0.47
14 H -3.3999 0.5534 -0.1546  0.47
15 O -3.0576 0.0627 0.5652  -0.94
16 H -0.7386 -2.4360 3.0647  0.47
17 H -0.5342 -1.2464 2.1541  0.47
18 O -0.3774 -1.5446 3.0469  -0.93

=====

#x
A cluster of 3 separate species, C3H11NO3 in total. Source: the OMol25 dataset; level of theory: ωB97M-V/def2-TZVPD.

Computed properties:
- lowest unoccupied orbital energy (eV) = 0.6478
- structure (SMILES) = C[C@@H](N)C=O.O.O
- 2S+1 = 1

Last column: natural (NBO) charge in e.
Cartesian coordinates (Å):
1 O 1.2075 0.1335 1.5597  -0.56
2 C 0.2947 0.7267 1.0450  0.45
3 C 0.3073 1.4090 -0.2672  -0.17
4 C 1.5162 1.0654 -1.1288  -0.61
5 N -0.9774 1.1537 -0.9819  -0.82
6 H -0.5724 0.9427 1.6935  0.11
7 H 0.2777 2.4861 -0.0730  0.21
8 H 1.4212 1.4939 -2.1234  0.23
9 H 1.5830 -0.0125 -1.2510  0.22
10 H 2.4145 1.4949 -0.6945  0.22
11 H -1.0663 0.1390 -1.1280  0.39
12 H -1.7303 1.3358 -0.3142  0.34
13 H -1.3507 -1.7080 0.0378  0.50
14 H -2.3560 -2.1110 -1.0560  0.48
15 O -1.4946 -1.6972 -0.9347  -0.96
16 H 0.2999 -3.0104 1.6090  0.47
17 H 0.4322 -1.5839 2.1015  0.49
18 O -0.2066 -2.2579 1.9060  -0.97

=====

It turns out #x is the most stable, with the second structure 1.842 eV higher.

=====

#w
A cluster of 3 separate species, C3H11NO3 in total. Source: the OMol25 dataset; level of theory: ωB97M-V/def2-TZVPD.

Computed properties:
- lowest unoccupied orbital energy (eV) = 0.6320
- structure (SMILES) = CN(C)C=O.O.O
- 2S+1 = 1

Last column: natural (NBO) charge in e.
Cartesian coordinates (Å):
1 C 0.0935 -0.5161 -1.3085  0.54
2 N 0.5815 0.6981 -0.9894  -0.44
3 C 2.0406 0.7806 -0.9615  -0.42
4 C -0.2085 1.8865 -1.1998  -0.41
5 O 0.5615 -1.5960 -1.0003  -0.64
6 H -0.8639 -0.5649 -1.8541  0.12
7 H 2.4742 -0.2077 -0.8643  0.24
8 H 2.3920 1.4306 -0.1706  0.21
9 H 2.4444 1.1578 -1.9122  0.19
10 H -0.9963 1.9776 -0.4573  0.21
11 H -0.6561 1.9546 -2.1964  0.20
12 H 0.4399 2.7581 -1.1459  0.22
13 H -2.0785 -1.8398 2.5559  0.49
14 H -3.5976 -1.7605 2.8328  0.46
15 O -2.7472 -1.8630 3.2777  -0.96
16 H 0.2862 -1.8240 2.3919  0.47
17 H 0.0672 -1.2970 1.0471  0.49
18 O -0.2330 -1.1748 1.9550  -0.95

=====

#x
A cluster of 3 separate species, C3H11NO3 in total. Source: the OMol25 dataset; level of theory: ωB97M-V/def2-TZVPD.

Computed properties:
- lowest unoccupied orbital energy (eV) = 0.6060
- structure (SMILES) = CNC(C)=O.O.O
- 2S+1 = 1

Last column: natural (NBO) charge in e.
Cartesian coordinates (Å):
1 C -0.5398 -0.7921 -2.1271  -0.73
2 C -0.2337 -0.2555 -0.7647  0.72
3 N 0.8459 -0.8597 -0.1143  -0.71
4 C 2.2046 -0.4179 -0.4847  -0.40
5 O -0.8369 0.6951 -0.3232  -0.59
6 H -0.7323 0.0020 -2.8112  0.24
7 H -1.4608 -1.3851 -2.0750  0.25
8 H 0.1168 -1.5459 -2.5309  0.23
9 H 0.7994 -1.0996 0.8570  0.40
10 H 2.9214 -1.2317 -0.4426  0.20
11 H 2.1444 -0.0526 -1.5116  0.20
12 H 2.4911 0.4161 0.1581  0.19
13 H -0.5604 0.0310 2.5435  0.46
14 H -1.8122 -0.7221 2.3525  0.47
15 O -1.0599 -0.6849 2.9614  -0.93
16 H -1.4836 2.9313 0.7176  0.48
17 H -1.5008 2.0335 1.9288  0.46
18 O -1.3031 2.9381 1.6663  -0.94

=====

#y
A cluster of 3 separate species, C3H11NO3 in total. Source: the OMol25 dataset; level of theory: ωB97M-V/def2-TZVPD.

Computed properties:
- lowest unoccupied orbital energy (eV) = 0.6516
- structure (SMILES) = CNCC=O.O.O
- 2S+1 = 1

Last column: natural (NBO) charge in e.
Cartesian coordinates (Å):
1 C 1.5506 0.2923 2.0740  -0.42
2 N 1.0798 -0.0639 0.7436  -0.64
3 C -0.3360 0.1413 0.4891  -0.32
4 C -0.7423 -0.6506 -0.7334  0.44
5 O -1.2871 -0.1594 -1.6918  -0.54
6 H 0.8142 -0.0208 2.8119  0.20
7 H 1.7790 1.3533 2.2377  0.18
8 H 2.4972 -0.2254 2.2542  0.19
9 H 1.6790 0.3510 0.0403  0.37
10 H -0.8613 -0.3430 1.3158  0.23
11 H -0.6020 1.1974 0.3806  0.18
12 H -0.7263 -1.7431 -0.6189  0.14
13 H 0.4204 -3.6825 1.7621  0.48
14 H 1.0919 -2.3222 1.3397  0.49
15 O 0.2521 -2.7889 1.4437  -0.97
16 H -1.0552 2.2860 -2.9693  0.48
17 H -0.9717 2.9702 -1.6068  0.47
18 O -0.7455 3.0922 -2.5385  -0.94

=====

It turns out #w is the most stable, with the second structure 0.252 eV higher.

=====

#w
A cluster of 4 separate species, C3H11NO3 in total. Source: the OMol25 dataset; level of theory: ωB97M-V/def2-TZVPD.

Computed properties:
- lowest unoccupied orbital energy (eV) = -0.2405
- structure (SMILES) = C=CN=C.O.O.O
- 2S+1 = 1

Last column: natural (NBO) charge in e.
Cartesian coordinates (Å):
1 C -1.3795 -0.2437 0.7680  -0.05
2 C -2.0175 0.5149 1.6165  -0.47
3 C -2.6711 -0.9316 -1.4143  0.07
4 N -1.8559 -0.7811 -0.4601  -0.53
5 H -0.1891 -0.5640 0.8960  0.25
6 H -3.1011 0.2312 1.8860  0.22
7 H -1.4901 1.4068 2.0963  0.23
8 H -3.3073 -0.2688 -2.0227  0.14
9 H -2.7263 -1.8764 -2.0145  0.14
10 H -0.5373 0.3966 -1.2437  0.49
11 H 0.4776 1.4013 -1.8362  0.47
12 O 0.1413 0.5129 -1.9831  -0.94
13 H 4.8252 0.5264 2.3678  0.47
14 H 3.4995 0.4159 1.2377  0.51
15 O 3.9149 0.9445 2.1182  -0.99
16 H 1.3121 0.1630 -0.7106  0.47
17 H 2.3432 -0.8353 -1.2430  0.48
18 O 1.9805 -0.4032 -0.3869  -0.97

=====

#x
A cluster of 3 separate species, C3H11NO3 in total. Source: the OMol25 dataset; level of theory: ωB97M-V/def2-TZVPD.

Computed properties:
- lowest unoccupied orbital energy (eV) = 0.7292
- structure (SMILES) = CNC(C)=O.O.O
- 2S+1 = 1

Last column: natural (NBO) charge in e.
Cartesian coordinates (Å):
1 C 0.7222 -0.5453 -2.9049  -0.71
2 C 0.5937 -0.4761 -1.3972  0.69
3 N 1.4456 0.2941 -0.6768  -0.60
4 C 2.3862 1.2954 -1.1383  -0.41
5 O -0.3063 -1.0912 -0.8430  -0.66
6 H -0.0601 0.0762 -3.3494  0.24
7 H 1.6689 -0.1882 -3.3044  0.21
8 H 0.5821 -1.5961 -3.1441  0.25
9 H 1.1794 0.4193 0.2898  0.41
10 H 2.0318 2.3112 -0.9674  0.20
11 H 2.5671 1.2006 -2.2013  0.20
12 H 3.3375 1.1688 -0.6304  0.20
13 H -3.3547 0.1044 4.2541  0.46
14 H -3.4710 0.7000 2.9235  0.47
15 O -3.5201 0.9697 3.8540  -0.93
16 H -0.6138 -0.7921 0.9777  0.49
17 H -1.1272 -1.2786 2.3222  0.46
18 O -0.5762 -0.5885 1.9397  -0.98

=====

It turns out #x is the most stable, with the second structure 5.455 eV higher.